{
  "formula": "C10H30CuO10",
  "method": "ωB97M-V/def2-TZVPD",
  "species": ["Cu", "C", "C", "O", "O", "H", "H", "H", "H", "H", "H", "C", "C", "O", "O", "H", "H", "H", "H", "H", "H", "C", "C", "O", "O", "H", "H", "H", "H", "H", "H", "C", "C", "O", "O", "H", "H", "H", "H", "H", "H", "C", "C", "O", "O", "H", "H", "H", "H", "H", "H"],
  "coordinates": [[0.48587, -0.53460, 0.39391], [-2.23951, -0.84352, -1.85421], [-1.52981, -1.80845, -2.76736], [-1.32915, -1.26471, -4.06310], [-1.24030, 0.02490, -1.22771], [-2.65919, -1.43929, -1.04364], [-2.98556, -0.24879, -2.38127], [-2.20678, -2.65204, -2.90214], [-0.59156, -2.18069, -2.35598], [-0.59112, -0.65562, -3.98606], [-0.96105, 0.62849, -1.92003], [0.38942, -2.70416, 2.89459], [0.43105, -3.33146, 1.48912], [-0.33328, -2.71558, 0.47299], [0.81020, -1.34834, 2.84173], [1.10544, -3.12633, 3.59970], [-0.58092, -2.65967, 3.38913], [0.16670, -4.38888, 1.47993], [1.47312, -3.28382, 1.17305], [-0.78835, -3.41539, -0.00112], [0.81714, -0.97191, 3.72483], [3.60102, -1.05443, -0.42424], [3.00401, -0.05761, -1.47544], [1.69367, -0.47561, -1.70140], [3.09524, -0.77216, 0.88557], [4.68933, -1.04891, -0.48448], [3.46884, -2.08840, -0.74289], [3.56271, -0.05153, -2.41135], [2.98860, 0.95939, -1.08355], [1.35528, -0.10449, -2.51955], [3.48346, -1.41963, 1.47859], [-3.41672, 1.18783, 1.91330], [-2.34177, 0.14782, 2.15949], [-1.06770, 0.69412, 2.02503], [-3.58191, 1.40482, 0.52446], [-3.15568, 2.09263, 2.46221], [-4.35465, 0.84350, 2.34896], [-2.53332, -0.75266, 1.57592], [-2.31577, -0.10754, 3.21884], [-0.76955, 1.09483, 2.84487], [-2.77943, 1.04708, 0.13763], [1.25612, 4.47765, -1.13508], [0.75529, 3.56842, 0.07863], [0.76575, 2.20082, -0.31072], [0.23126, 4.54259, -2.08672], [2.08225, 4.01162, -1.67212], [1.48541, 5.44647, -0.69132], [-0.29137, 3.67120, 0.36503], [1.37260, 3.72071, 0.96398], [0.20219, 2.08858, -1.07975], [-0.12747, 3.65277, -2.12029]],
  "e_homo_ev": -12.115,
  "lumo_ha": -0.1095,
  "largest_force_ev_per_a": 2.76,
  "charge": 1,
  "relative_energy_kj_mol": 192.55,
  "gap_ev": 9.1,
  "total_energy_ha": -2791.53370
}